Computed, not measured: 14 unconnected molecules or ions with the total composition C28H88N12O18, with wB97M-V/def2-TZVPD.

Output
HOMO-LUMO gap   8.357 eV
LUMO level   0.0 eV
Energy   -3130.7703 Ha

XYZ file:
```
146
Properties=species:S:1:pos:R:3:mulliken_charge:R:1
C 3.72191 0.09652 -2.39151 -0.3156
O 4.77522 0.89846 -1.83221 -0.4091
C 4.27092 2.19173 -1.21899 -1.0993
C 3.21167 2.19039 -0.14357 0.3009
N 3.75218 1.70349 1.08580 0.5636
C 3.03653 2.16139 2.27623 -1.1232
C 1.56011 1.92212 2.25627 -0.5166
O 1.34529 0.67387 2.90828 -0.1842
C 0.03554 0.23138 3.00438 -0.3469
H 3.55887 0.42221 -3.41886 0.3212
H 2.75300 0.15048 -1.89512 0.0921
H 4.15740 -0.90254 -2.37338 0.0995
H 3.84470 2.86206 -1.96538 0.4410
H 5.17787 2.70356 -0.89714 0.5124
H 2.33689 1.60950 -0.43587 -0.0377
H 2.81045 3.19844 -0.03895 -0.0820
H 3.54960 0.71402 1.08883 -0.0314
H 3.24781 3.22843 2.20644 0.2998
H 3.46540 1.80189 3.21161 0.5130
H 0.97987 1.99771 1.33665 0.1888
H 1.00099 2.59114 2.91042 0.6113
H 0.01444 -0.55738 3.75639 -0.1948
H -0.30552 -0.07669 2.01601 0.1812
H -0.64730 1.00769 3.34958 0.4066
C -3.51266 -7.69073 0.20619 -0.7196
O -2.22837 -7.38130 0.83422 -0.3712
C -1.24946 -6.71305 -0.01332 -0.5702
C -0.00392 -6.01102 0.63396 -0.7596
N 0.54360 -5.00055 -0.21177 -0.0901
C 1.76583 -4.21694 0.35856 -0.8642
C 2.40068 -3.33731 -0.71408 0.1906
O 2.81645 -4.16585 -1.85042 -0.4348
C 2.79427 -3.62397 -3.18387 -0.6643
H -3.56034 -8.72795 -0.12548 0.3362
H -3.88906 -7.04662 -0.58851 0.2474
H -4.31096 -7.66121 0.94778 0.2720
H -1.81857 -6.01925 -0.63206 0.2996
H -0.89084 -7.35968 -0.81417 0.3678
H 0.68314 -6.85375 0.71043 0.3928
H -0.08019 -5.59313 1.63778 0.4961
H 0.90120 -5.38101 -1.07634 0.2174
H 2.51031 -4.89751 0.77169 0.3717
H 1.53115 -3.49976 1.14513 0.3954
H 3.33058 -2.93124 -0.31598 0.0738
H 1.74293 -2.57094 -1.12414 0.0402
H 1.75593 -3.35319 -3.37523 0.3052
H 3.13432 -4.38460 -3.88666 0.3025
H 3.34568 -2.73666 -3.49489 0.2086
C -2.48516 -2.71743 1.35480 -0.1327
O -3.48836 -1.94395 2.01999 -0.4911
C -3.95769 -0.85924 1.22950 -0.6885
C -4.80412 -1.24616 -0.06581 -0.3646
N -6.06294 -1.81589 0.45645 -0.4084
C -6.95508 -2.31270 -0.59279 -0.6022
C -8.00589 -3.42331 -0.29419 -0.6943
O -7.40161 -4.64586 -0.00770 -0.3778
C -6.45568 -5.20323 -0.92675 -0.3904
H -2.83213 -3.13196 0.40829 0.1620
H -2.18560 -3.60323 1.91490 0.3265
H -1.66079 -2.01754 1.21813 -0.1531
H -3.14579 -0.15085 1.06488 0.2397
H -4.48017 -0.15751 1.87965 0.4112
H -4.34911 -2.00718 -0.69977 0.4485
H -5.00017 -0.24986 -0.46211 0.3204
H -5.88395 -2.48307 1.19329 0.2980
H -6.38635 -2.57933 -1.48361 0.3340
H -7.32328 -1.34759 -0.94074 0.4010
H -8.80708 -3.58533 -1.01526 0.3717
H -8.48011 -3.05386 0.61506 0.3227
H -6.81634 -5.18214 -1.95514 0.3147
H -6.55982 -6.24523 -0.62427 0.2545
H -5.46797 -4.78161 -0.74028 0.0345
C -1.09255 -0.06389 -1.44275 -0.6977
O -2.33787 0.03679 -1.97481 -0.2531
C -2.79866 1.35417 -2.31139 -0.3759
C -2.93964 1.50735 -3.85615 -0.6814
N -1.63273 1.51476 -4.58588 -0.2902
C -1.79177 2.04803 -5.99717 -0.6961
C -3.04201 1.41458 -6.67560 -0.5195
O -4.28687 2.12244 -6.31834 -0.3467
C -4.44989 3.34595 -7.12740 -0.7630
H -0.88994 0.76007 -0.75854 0.3260
H -0.34424 -0.04473 -2.23507 0.3162
H -1.04857 -0.95661 -0.81888 0.1893
H -2.25558 2.15540 -1.81020 -0.0138
H -3.81732 1.58888 -2.00261 0.4111
H -3.63839 2.31876 -4.05977 0.4814
H -3.44280 0.59297 -4.17056 0.3360
H -1.40183 0.53839 -4.70207 0.2720
H -0.93841 1.69883 -6.57849 0.3768
H -1.69458 3.13202 -6.05724 0.3312
H -3.21127 0.34886 -6.52170 0.3802
H -2.79683 1.62211 -7.71720 0.3552
H -5.36741 3.85970 -6.84048 0.2840
H -4.36409 3.21946 -8.20663 0.3100
H -3.65768 4.00249 -6.76758 0.3093
C -0.19636 4.74804 -0.80354 0.4361
O 1.00411 4.59699 -0.60327 -0.4459
N -0.93200 4.35308 -1.84675 -0.3817
N -0.99787 5.32002 0.04407 -0.4073
H -1.85658 4.66430 -2.10828 0.2031
H -0.36169 3.68735 -2.34840 0.1575
H -0.54781 6.03068 0.60309 0.2529
H -1.97234 5.38432 -0.21357 0.1620
C 1.20433 6.93530 4.32002 0.6763
O 0.20062 6.25833 4.37696 -0.6744
N 1.46864 7.99306 4.99771 -0.3704
N 2.21342 6.67731 3.51503 -0.2596
H 2.37329 8.41892 4.85508 0.1473
H 0.81623 8.32732 5.69250 0.2314
H 3.03123 7.26084 3.41120 0.1724
H 2.23291 5.75079 3.11343 0.0867
C 4.94977 -2.05359 2.24006 0.6213
O 3.74843 -2.16646 2.02631 -0.4804
N 5.72172 -2.92501 2.74478 -0.4120
N 5.66903 -1.07934 1.82143 -0.2928
H 5.30018 -3.77031 3.10236 0.2717
H 6.70439 -2.74164 2.88915 0.1309
H 5.26705 -0.19636 1.54061 0.0074
H 6.54840 -0.98820 2.30980 0.2372
C -1.12608 -2.15921 5.59290 0.7341
O -0.95770 -3.00704 4.75575 -0.6075
N -0.18925 -1.73303 6.40277 -0.4305
N -2.36493 -1.82533 5.90406 -0.4434
H 0.72358 -1.79785 5.97541 0.2242
H -0.42152 -0.99141 7.04787 0.1916
H -3.14133 -2.23075 5.40114 0.2373
H -2.56988 -1.30230 6.74343 0.1263
O 2.98685 6.41457 0.55761 -0.5517
H 2.34978 6.78033 -0.05606 0.2962
H 3.40192 5.69972 0.07497 0.2877
O 5.98330 1.85625 3.92578 -0.5545
H 6.21468 2.59397 4.49010 0.2405
H 5.93742 1.10595 4.51837 0.2631
O 2.98859 5.12489 -2.33854 -0.6012
H 2.26582 4.93699 -1.73977 0.2138
H 2.67043 4.84071 -3.19542 0.3269
O 6.23768 3.58141 -4.18782 -0.6303
H 5.92996 4.02392 -3.39680 0.3071
H 7.12113 3.28514 -3.96881 0.3139
O 6.32407 2.74226 1.37580 -0.7611
H 5.54858 2.44904 0.89741 0.2193
H 6.35858 2.17627 2.14697 0.3067
O 2.93761 -0.59428 4.62099 -0.7035
H 3.66814 -1.10575 4.27319 0.3128
H 2.40389 -0.38602 3.85418 0.4009
```